Computed, not measured: the molecule C4H8O2, with ωB97M-V/def2-TZVPD.

```
14
Properties=species:S:1:pos:R:3
C 0.03072 2.10649 -0.19533
C 0.97683 1.06608 0.33585
O 0.22595 -0.03185 0.84862
C 0.28236 -0.98073 -0.04790
C -0.82046 -1.91060 0.16400
O -0.73858 -2.98334 -0.72064
H -0.59427 1.70322 -0.99280
H 0.59481 2.94038 -0.60363
H -0.63462 2.50153 0.57206
H 1.61382 1.42120 1.13175
H 1.59798 0.59325 -0.43098
H -1.75491 -1.34007 0.02636
H -0.81052 -2.24726 1.20378
H 0.03089 -2.83830 -1.29115
```

Computed properties:
relative energy (zero: lowest compared OMol25 entry of this formula, charge and spin): 367.3 kJ/mol
total energy: -307.5725 hartree
charge: 0
E_HOMO: -8.87 eV

Charges per atom according to natural (NBO) partitioning, unit e: number 1, C, carries -0.64; number 2, C, carries -0.08; number 3, O, carries -0.48; number 4, C, carries 0.23; number 5, C, carries -0.24; number 6, O, carries -0.72; number 7, H, carries 0.22; number 8, H, carries 0.22; number 9, H, carries 0.22; number 10, H, carries 0.18; number 11, H, carries 0.21; number 12, H, carries 0.20; number 13, H, carries 0.20; number 14, H, carries 0.48